Model w:
ORCA calculation (ωB97M-V/def2-TZVPD) on a 2-piece molecular cluster, CH4ClN3 overall.

Calculated values
- frontier orbital gap (eV) = 9.54
- molar mass (g mol⁻¹) = 93.52
- SMILES = N=C=NCl.N
- highest occupied orbital energy (eV) = -9.46

The geometry in ORCA input format:
```
! wB97M-V def2-TZVPD RIJCOSX def2/J DEFGRID3
* xyz 0 1
N -0.896 -0.210 1.293
C -1.375 -0.424 0.174
N -1.522 -0.621 -1.036
Cl -2.793 -0.825 -2.121
H -0.944 -0.970 1.920
N 1.941 0.792 0.169
H 0.946 0.371 0.074
H 1.933 1.718 -0.342
H 2.709 0.169 -0.131
*
```

Here are the Löwdin charges for atoms 1 to 8, given in e:
1. N 0.144
2. C -0.360
3. N -0.419
4. Cl 0.597
5. H 0.062
6. N -0.036
7. H -0.010
8. H 0.021

=====

Model x:
ORCA calculation (ωB97M-V/def2-TZVPD) on CH4ClN3 as an isolated structure.

Calculated values
- frontier orbital gap (eV) = 8.62
- molar mass (g mol⁻¹) = 93.52
- highest occupied orbital energy (eV) = -8.68

The geometry in ORCA input format:
```
! wB97M-V def2-TZVPD RIJCOSX def2/J DEFGRID3
* xyz 0 1
C -0.273 0.313 0.731
N 0.446 -0.585 -0.149
N -0.686 -1.045 -0.820
N -1.537 0.469 -0.057
Cl -1.542 1.845 -1.047
H -0.568 -0.193 1.655
H 0.257 1.244 0.957
H 1.118 -0.085 -0.734
H -0.612 -0.962 -1.835
*
```

Here are the Löwdin charges for atoms 1 to 8, given in e:
1. C -0.328
2. N -0.136
3. N 0.045
4. N -0.480
5. Cl 0.526
6. H 0.103
7. H 0.096
8. H 0.099

=====

Which of them is most stable, and which least? Most stable: model w; least stable: model x.

=====

Model w:
ORCA calculation (ωB97M-V/def2-TZVPD) on a 4-piece molecular cluster, C3H14NO3 overall.

Calculated values
- frontier orbital gap (eV) = 10.79
- molar mass (g mol⁻¹) = 112.15
- highest occupied orbital energy (eV) = -14.91

The geometry in ORCA input format:
```
! wB97M-V def2-TZVPD RIJCOSX def2/J DEFGRID3
* xyz 1 1
C 0.789 1.986 -0.515
C 0.021 2.069 0.777
C -1.836 0.588 0.582
N -0.611 0.741 0.870
H 1.883 2.100 -0.400
H 0.692 1.135 -1.085
H 0.414 2.665 -1.266
H 0.806 2.149 1.517
H -0.732 2.896 0.802
H -2.303 -0.400 0.575
H -2.538 1.356 0.327
H -0.008 -0.144 1.073
H 1.309 -1.877 0.231
H 0.884 -1.433 -1.165
O 0.961 -1.145 -0.219
H -0.887 -2.377 3.122
H -0.930 -3.257 1.858
O -0.492 -2.647 2.384
H 0.306 -0.902 -3.424
H 1.501 -1.972 -3.215
O 0.771 -1.532 -2.831
*
```

Here are the Löwdin charges for atoms 1 to 8, given in e:
1. C -0.074
2. C -0.156
3. C 0.147
4. N 0.025
5. H 0.108
6. H 0.026
7. H 0.087
8. H 0.128

=====

Model x:
ORCA calculation (ωB97M-V/def2-TZVPD) on a 3-piece molecular cluster, C3H14NO3 overall.

Calculated values
- frontier orbital gap (eV) = 11.56
- molar mass (g mol⁻¹) = 112.15
- highest occupied orbital energy (eV) = -14.46

The geometry in ORCA input format:
```
! wB97M-V def2-TZVPD RIJCOSX def2/J DEFGRID3
* xyz 1 1
C 0.886 -0.724 -1.346
C 0.720 -1.856 -0.314
C 1.213 -1.386 1.071
O 0.228 -0.459 1.573
N -0.145 0.326 -1.110
H 0.726 -1.157 -2.333
H 1.879 -0.285 -1.328
H -0.324 -2.169 -0.381
H 1.306 -2.714 -0.648
H 1.340 -2.231 1.739
H 2.098 -0.807 0.851
H -0.355 -0.916 2.187
H -0.346 0.323 -0.104
H -1.108 0.121 -1.405
H 0.124 1.241 -1.455
H 0.097 3.520 0.246
H 1.322 2.732 -0.259
O 0.411 2.634 0.045
H -3.649 0.781 0.242
H -2.297 0.980 0.885
O -2.711 0.598 0.101
*
```

Here are the Löwdin charges for atoms 1 to 8, given in e:
1. C -0.137
2. C -0.148
3. C -0.187
4. O -0.086
5. N 0.156
6. H 0.130
7. H 0.131
8. H 0.126

=====

Which of them is most stable, and which least? Most stable: model x; least stable: model w.